# 1
10 unconnected molecules or ions with the total composition C22H53Br2FO16P2S at a distorted geometry. Source: OMol25; level of theory: the ωB97M-V functional and the def2-TZVPD basis.

```
97
Properties=species:S:1:pos:R:3
C -2.30221 1.09341 1.50159
C -1.86885 1.46141 0.27391
C -1.20077 0.56458 -0.76079
O -0.98318 1.19572 -1.99008
C 0.06231 2.12900 -2.08575
O 0.61870 2.59531 -0.89231
C 2.03499 2.71770 -1.06088
C 2.69763 3.32133 0.18912
C 4.24045 3.22702 -0.03078
C -0.46133 3.34888 -2.90463
Br -0.89109 2.73483 -4.72716
C -1.70112 4.02063 -2.28145
C -2.46768 4.94499 -3.27446
Br -1.20999 5.19701 -0.76155
C -0.02355 -0.27681 -0.17912
C 0.94246 -0.85281 -1.25610
C 1.17988 -2.35598 -1.13958
C 0.17821 -3.27310 -0.94049
C 0.41488 -4.67183 -0.84197
C 1.70564 -5.14944 -0.96946
C 2.74151 -4.19751 -1.20498
C 2.48857 -2.85253 -1.26933
C 3.70050 -1.95698 -1.52282
O 0.74773 0.38845 0.81804
C 0.60710 -0.13286 2.11380
P 1.89453 -1.43564 2.54603
C 2.16204 -1.42923 4.38387
O 3.36113 -0.98667 1.85299
P 0.82566 1.34222 3.30108
C -0.39938 1.17327 4.68456
O 0.29599 2.65050 2.40863
S -2.55833 -0.67210 -1.19473
O -2.92491 -1.47301 -0.06760
O -3.64538 0.13361 -1.64382
F -2.10505 -1.51310 -2.45649
H -1.95845 1.59720 2.40898
H -3.06616 0.31834 1.64267
H -1.96377 2.51687 0.00100
H 0.87110 1.70473 -2.71023
H 2.25499 3.40199 -1.90039
H 2.50564 1.73512 -1.21803
H 2.43221 2.64519 1.01405
H 2.36719 4.34875 0.37212
H 4.76390 2.80793 0.83363
H 4.43978 2.54628 -0.87463
H 4.64789 4.19824 -0.33649
H 0.32395 4.10122 -3.02798
H -2.44213 3.27881 -1.96181
H -3.12223 5.57606 -2.66441
H -1.79303 5.52351 -3.91306
H -3.11129 4.29767 -3.88530
H -0.45733 -1.16489 0.30663
H 1.90452 -0.34873 -1.10882
H 0.62723 -0.62712 -2.28625
H -0.83112 -2.87840 -0.84565
H -0.40523 -5.36458 -0.67267
H 1.85744 -6.22342 -0.88245
H 3.75671 -4.57927 -1.33330
H 4.43751 -2.57406 -2.05803
H 3.46641 -1.12972 -2.20687
H 4.18424 -1.61209 -0.59999
H -0.37960 -0.56315 2.35613
H 3.00323 -2.09349 4.62490
H 1.28839 -1.82975 4.91518
H 2.43243 -0.43460 4.77381
H 3.46185 -0.02591 1.99463
H -0.96795 0.24050 4.55088
H 0.03608 1.29201 5.67883
H -1.12836 1.99195 4.55653
H 0.91217 3.38280 2.51150
O -2.54176 -4.38584 0.56393
H -2.68701 -4.72650 1.45524
H -2.58307 -3.42863 0.67742
O -4.45478 7.05585 -2.01733
H -4.61699 6.68081 -1.14017
H -4.48714 8.00900 -1.87973
O -4.13865 -5.77802 3.16372
H -5.02615 -5.74187 3.53169
H -4.01327 -6.71190 2.95295
O 5.19617 -6.08094 -1.12479
H 5.55053 -5.98876 -0.23391
H 5.63464 -6.86295 -1.47591
O -4.47717 -8.92623 3.76807
H -3.78394 -9.39514 4.24366
H -5.06762 -9.62210 3.46196
O 2.85530 -6.07150 -4.05844
H 2.22808 -6.22452 -4.77107
H 2.42638 -5.43746 -3.46992
O -7.53121 6.78132 -3.26783
H -7.25380 5.87934 -3.45332
H -6.74834 7.18847 -2.87801
O 4.94996 1.24876 3.43425
H 5.47865 1.98893 3.74919
H 5.58814 0.54001 3.29508
O -4.36225 4.70435 -0.44500
H -3.66859 4.21202 0.00717
H -4.97139 4.02716 -0.76133
```

Computed properties:
- HOMO: -0.29398 Ha
- Kohn-Sham gap: 7.76 eV
- LUMO level: -0.24 eV
- SMILES: C=C[C@@](O[C@H](OCCC)[C@@H](Br)[C@H](C)Br)([C@@H](Cc1ccccc1C)OC(P(C)O)P(C)O)S(=O)(=O)F.O.O.O.O.O.O.O.O.O

# 2
7 unconnected molecules or ions with the total composition C22H53Cl4N3O9 at a distorted geometry. Source: OMol25; level of theory: the ωB97M-V functional and the def2-TZVPD basis.

```
91
Properties=species:S:1:pos:R:3
C -2.47538 -0.15690 0.49323
C -1.06794 0.42663 0.34892
C -1.16372 1.95033 0.42799
O 0.15566 2.47329 0.33710
C 0.18777 3.87062 0.46662
N -0.15525 -0.11912 1.37814
H -3.17454 0.25177 -0.23883
H -2.89141 0.14578 1.46117
H -2.43371 -1.24231 0.44357
H -0.69715 0.20727 -0.65831
H -1.55543 2.21727 1.42049
H -1.80970 2.38144 -0.34513
H -0.41193 4.24718 1.29862
H -0.14171 4.32078 -0.48173
H 1.22343 4.19473 0.58090
H -0.13252 0.55156 2.14593
H 0.75917 0.04070 0.95937
C -1.71242 -4.29799 -0.45607
C -0.34998 -4.28413 0.23286
C 0.70387 -4.00485 -0.80929
O 0.80411 -5.08885 -1.70111
C 1.74901 -4.84210 -2.70025
N -0.21610 -3.22209 1.21338
H -2.55101 -4.55040 0.19860
H -1.69662 -4.99434 -1.29554
H -1.91121 -3.27567 -0.78948
H -0.11545 -5.24539 0.69288
H 1.66874 -3.86717 -0.29493
H 0.47242 -3.07330 -1.34886
H 2.75184 -4.70576 -2.26286
H 1.52405 -3.95440 -3.30306
H 1.80313 -5.71646 -3.34688
H 0.03538 -2.30955 0.85198
H -1.04564 -3.04774 1.76605
C 2.73859 1.79835 -3.54953
C 2.64067 3.03254 -4.43342
C 3.63032 4.10823 -4.07631
O 3.46707 4.72338 -2.81592
C 2.14732 4.99548 -2.40619
N 2.92643 2.64276 -5.84713
H 3.69825 1.29552 -3.69942
H 1.89136 1.13076 -3.67166
H 2.80543 2.11506 -2.50033
H 1.60547 3.38586 -4.38099
H 3.65701 4.88306 -4.85649
H 4.62134 3.64562 -4.09242
H 1.48745 5.34479 -3.20550
H 2.16103 5.77499 -1.64429
H 1.73439 4.09880 -1.92939
H 2.43030 1.77545 -6.04564
H 2.43196 3.29424 -6.45688
C -5.54181 -4.20859 2.82825
C -6.86438 -4.28065 2.08904
O -6.75702 -3.76849 0.74775
C -6.59661 -2.45865 0.60493
O -6.51379 -1.64326 1.48335
O -6.54878 -2.18658 -0.70374
C -6.41656 -0.82157 -1.02473
H -4.78704 -4.72975 2.24614
H -5.66892 -4.66954 3.81181
H -5.26100 -3.17917 3.03592
H -7.70160 -3.79048 2.58465
H -7.13996 -5.31882 1.91446
H -5.39064 -0.46632 -0.89180
H -7.02507 -0.16668 -0.39757
H -6.70882 -0.62822 -2.05297
C 3.32086 -0.31470 0.38267
C 3.22761 -0.62716 1.85890
O 4.48289 -1.05077 2.38867
C 4.64435 -2.36768 2.52807
O 3.92564 -3.21445 2.07385
O 5.75113 -2.56772 3.24184
C 6.06913 -3.92338 3.50512
H 2.56290 0.38157 0.02905
H 3.32874 -1.23073 -0.21325
H 4.29527 0.14265 0.18203
H 2.43215 -1.33188 2.11258
H 2.95874 0.26430 2.43578
H 5.17922 -4.49263 3.78105
H 6.79115 -3.90850 4.31438
H 6.48946 -4.45404 2.64734
C 3.84048 6.49344 1.57812
Cl 3.31801 7.38423 0.15278
Cl 2.78119 6.79269 2.96944
H 3.78803 5.43396 1.35366
H 4.85409 6.75945 1.84935
C -4.35338 4.98684 2.81959
Cl -3.59457 6.34497 1.98700
Cl -4.00325 3.44786 2.00342
H -3.94393 4.93425 3.82023
H -5.42808 5.10848 2.84889
```

Computed properties:
- HOMO: -0.31623 Ha
- Kohn-Sham gap: 9.05 eV
- LUMO level: 0.44 eV
- SMILES: COC[C@H](C)N.COC[C@H](C)N.COC[C@H](C)N.CCOC(=O)OC.CCOC(=O)OC.ClCCl.ClCCl
- ΔE to the lowest compared entry with this formula, charge and spin: 0.0 kJ/mol

# 3
4 unconnected molecules or ions with the total composition C22H53FN3O5S at a distorted geometry. Source: OMol25; level of theory: the ωB97M-V functional and the def2-TZVPD basis.

```
85
Properties=species:S:1:pos:R:3
C -0.98256 -5.47780 0.82957
C 0.40684 -4.93693 0.72495
O 0.71602 -3.94889 1.29777
O 1.23167 -5.65285 -0.03789
C 2.15407 -4.87004 -0.79543
C 1.62146 -4.47389 -2.18233
C 1.67624 -2.94193 -2.30428
C 0.35897 -2.39875 -1.75573
C 0.37777 -0.90972 -1.36737
C 0.17147 -0.72836 0.14227
S 1.68259 -0.48290 1.11882
C 3.17795 -0.71318 0.10261
C 4.11811 0.50200 0.21858
F 3.80841 -1.77901 0.60990
H -1.40408 -5.70614 -0.14244
H -0.98852 -6.35290 1.46922
H -1.60661 -4.73465 1.29914
H 3.02806 -5.48775 -0.94197
H 2.49815 -3.99134 -0.26543
H 0.57835 -4.77469 -2.22563
H 2.14745 -4.97155 -2.98161
H 2.55163 -2.62022 -1.74983
H 1.80537 -2.61733 -3.32787
H -0.40369 -2.60109 -2.49249
H 0.10423 -2.97340 -0.87076
H 1.23169 -0.38114 -1.77514
H -0.49200 -0.46684 -1.83507
H -0.35972 -1.56093 0.57263
H -0.46838 0.13137 0.29176
H 1.69362 0.82978 1.40930
H 2.96024 -0.87259 -0.94695
H 4.75305 0.35059 1.07912
H 4.68496 0.59563 -0.69266
H 3.52940 1.39351 0.37767
C -5.94570 0.92628 1.08794
C -4.69878 0.88258 1.96542
C -3.39223 1.09976 1.18564
O -2.96076 -0.03397 0.43870
C -3.59548 -0.19130 -0.82252
N -4.68551 -0.37866 2.71366
H -6.07723 0.01209 0.50898
H -6.83407 1.03878 1.70789
H -5.91343 1.77032 0.39585
H -4.77967 1.70073 2.68622
H -2.59551 1.29158 1.91194
H -3.45000 1.98579 0.54104
H -3.81539 0.77242 -1.28815
H -4.51069 -0.77681 -0.72909
H -2.91486 -0.74554 -1.47169
H -3.91602 -0.36598 3.37852
H -4.43796 -1.12267 2.06566
C -1.11279 4.56780 6.33516
C -2.28814 3.59861 6.25244
C -2.40581 2.88653 4.89542
O -2.93868 3.67987 3.84925
C -2.00543 4.53792 3.21885
N -3.51609 4.31202 6.60914
H -1.30883 5.50045 5.80684
H -0.91569 4.82808 7.37446
H -0.20289 4.12390 5.92402
H -2.12146 2.82167 7.00432
H -3.10847 2.05577 5.01313
H -1.44429 2.44814 4.59003
H -1.00924 4.08656 3.16840
H -1.95080 5.50180 3.72756
H -2.35852 4.72171 2.20338
H -4.28593 3.65023 6.66388
H -3.76424 4.91431 5.82788
C 2.22524 0.96807 -5.06737
C 3.44750 0.96017 -4.15498
C 4.77226 1.22552 -4.88403
O 5.26475 0.12467 -5.61682
C 4.70370 -0.04775 -6.90978
N 3.48264 -0.31246 -3.41801
H 2.14481 0.05568 -5.65738
H 1.31190 1.04481 -4.47466
H 2.24953 1.81730 -5.75096
H 3.31395 1.76898 -3.42886
H 5.53579 1.43520 -4.12873
H 4.70504 2.11637 -5.52008
H 4.47756 0.91097 -7.38322
H 3.80333 -0.66473 -6.86885
H 5.43767 -0.57179 -7.51978
H 4.24079 -0.27252 -2.73968
H 3.78193 -1.03532 -4.06945
```

Computed properties:
- Net charge: +1
- HOMO: -0.40452 Ha
- Kohn-Sham gap: 7.90 eV
- LUMO level: -3.11 eV

# 4
A molecular structure, C22H53N3O23S5 at a distorted geometry. Source: OMol25; level of theory: the ωB97M-V functional and the def2-TZVPD basis.

```
106
Properties=species:S:1:pos:R:3
C -0.80458 1.13647 -4.72493
C -0.76460 2.63313 -4.58982
C 0.66191 3.21641 -4.65122
O 0.77539 4.59670 -4.56463
C 0.38498 5.19088 -3.36372
N -1.72838 3.17482 -5.52464
H -0.24959 0.94981 -5.64089
H -1.81223 0.70794 -4.86091
H -0.31798 0.69740 -3.83433
H -1.11868 2.78386 -3.56887
H 1.21504 2.89861 -5.56010
H 1.32489 2.85983 -3.85886
H 0.72698 6.25144 -3.32025
H 0.74281 4.51647 -2.52646
H -0.71136 5.25394 -3.24272
H -1.82068 4.15672 -5.72416
H -1.66336 2.69019 -6.43957
C 2.58973 3.74012 4.89732
C 2.01211 2.42574 4.40160
C 0.50702 2.15619 4.68176
O 0.31012 2.21223 6.04431
C 0.05838 0.87574 6.50011
N 2.23479 2.23112 2.96652
H 2.65722 3.81052 5.96472
H 1.97092 4.54135 4.45102
H 3.61870 3.80865 4.60547
H 2.49014 1.59963 4.98388
H 0.28904 1.19898 4.24912
H -0.03769 2.88316 4.08975
H 0.13504 0.86007 7.55530
H 0.76709 0.15729 6.05975
H -0.96087 0.56065 6.34906
H 2.21014 3.14582 2.47908
H 3.14612 1.78371 2.82457
C 4.99187 -1.14478 1.28837
C 5.65402 -0.11561 0.42412
C 4.58899 0.48972 -0.45631
O 4.18532 -0.42878 -1.46709
C 3.30253 0.02319 -2.49671
N 6.21825 0.95846 1.20638
H 4.20182 -1.68637 0.81828
H 4.49594 -0.66255 2.11925
H 5.67267 -1.76539 1.79597
H 6.39933 -0.62901 -0.16567
H 5.06027 1.39820 -0.86305
H 3.69651 0.94103 -0.01992
H 2.86406 0.96333 -2.19277
H 2.56126 -0.74489 -2.73996
H 3.91952 0.23054 -3.35563
H 6.57064 1.71716 0.62773
H 6.99488 0.71996 1.80246
C -3.77882 2.27155 -2.59754
C -4.45261 1.05453 -3.32248
O -5.81053 1.34768 -3.18417
S -6.08006 2.48371 -2.05315
O -5.94160 1.98146 -0.71074
O -7.29879 3.14628 -2.41605
O -4.73604 3.23600 -2.45854
H -2.97436 2.65713 -3.16620
H -3.30007 1.96540 -1.64140
H -4.21577 0.07517 -2.86173
H -4.28015 1.07412 -4.34612
C -6.75471 -1.54269 0.58120
C -5.55026 -1.05379 1.28803
O -4.51827 -1.94103 0.88381
S -4.84318 -2.82033 -0.39618
O -4.94585 -4.20816 -0.01533
O -3.86870 -2.49570 -1.34387
O -6.30230 -2.18764 -0.58268
H -7.39954 -0.70173 0.23432
H -7.29944 -2.21530 1.17244
H -5.61216 -1.08073 2.36328
H -5.28277 -0.05153 0.98350
C -0.59844 -4.12688 1.90054
C -2.07253 -4.23328 2.45527
O -2.26495 -3.22695 3.42134
S -0.89335 -2.55559 3.85260
O -0.24113 -3.26700 4.91422
O -1.06273 -1.16358 4.06963
O -0.17524 -2.83696 2.49473
H -0.43316 -4.02511 0.78022
H 0.04830 -4.93240 2.25997
H -2.16245 -5.16153 3.01839
H -2.85196 -4.14440 1.66015
C -0.17257 0.57629 1.43299
C 0.98160 0.52190 0.43705
O 0.48868 0.15290 -0.87459
S -0.91906 -0.64747 -0.67968
O -0.65187 -2.05689 -0.56293
O -1.72935 -0.24183 -1.73618
O -1.39484 -0.06373 0.74523
H -0.50989 1.51680 1.74731
H -0.04004 -0.04049 2.30852
H 1.62475 -0.25018 0.76472
H 1.44216 1.52511 0.38136
C 3.43530 -4.11728 -1.37815
C 2.10252 -4.41561 -2.13494
O 1.31791 -5.10462 -1.18430
S 2.27995 -6.16295 -0.52658
O 2.66487 -7.13098 -1.48019
O 1.74855 -6.56607 0.70644
O 3.46623 -5.05977 -0.33487
H 3.52542 -3.09947 -0.96254
H 4.31355 -4.23900 -2.02427
H 2.10607 -4.97113 -3.03869
H 1.65721 -3.41601 -2.27586
```

Computed properties:
- HOMO: -0.34681 Ha
- Kohn-Sham gap: 9.51 eV
- LUMO level: 0.07 eV
- ΔE to the lowest compared entry with this formula, charge and spin: 44.8 kJ/mol